54
Properties=species:S:1:pos:R:3:forces:R:3 method="wB97M-V/def2-TZVPD" homo_ev="-9.60 / -9.39" spin_multiplicity=5 e_tot_ha=-2408.7198 charge=+1
Cr -0.195679 0.229666 -0.519314 0.1377 -0.0097 -0.2203
C -4.183718 -2.087609 1.095296 -0.0035 -0.0191 0.0096
N -3.414878 -2.716335 0.026791 0.0348 -0.0231 0.0502
C -3.611421 -4.157170 -0.137479 0.0277 0.0135 0.0022
C -2.266373 -2.102183 -0.357962 0.1536 -0.1181 -0.0290
N -1.744936 -1.066099 0.196866 -0.1978 0.2134 -0.1985
N -1.661204 -2.669956 -1.482064 -0.1041 0.1966 -0.1143
C -0.481875 -2.332458 -2.112263 0.1073 -0.1933 0.1271
N -0.247333 -3.064371 -3.227316 0.0351 -0.0076 0.0203
N 0.351945 -1.450322 -1.653743 -0.1732 0.0127 0.0353
H -5.182556 -2.514707 1.094945 0.0015 -0.0053 0.0089
H -4.279786 -1.019766 0.906468 0.0016 0.0001 -0.0020
H -3.737463 -2.247520 2.081759 0.0070 0.0028 -0.0022
H -4.633224 -4.391706 0.144938 -0.0026 -0.0014 -0.0070
H -2.932486 -4.734795 0.493764 0.0027 -0.0021 -0.0023
H -3.494536 -4.482490 -1.170163 -0.0404 -0.0009 -0.0055
H -2.195285 -0.816153 1.067651 -0.0751 0.0413 -0.0494
H -2.219841 -3.351332 -1.964494 -0.0114 0.0139 -0.0033
H -0.973601 -3.595359 -3.674596 0.0212 -0.0459 0.0316
H 0.557982 -2.852637 -3.789693 -0.0160 0.0240 -0.0259
H 1.193565 -1.422343 -2.218260 0.0081 0.0385 0.0013
C -1.846866 -0.784014 10.556374 -0.0144 0.0079 0.0057
O -2.522999 -0.580635 9.328603 -0.0696 0.0678 0.0510
C -2.198491 0.528578 8.611762 -0.0159 -0.0033 -0.0005
C -1.218853 1.443412 8.977912 0.0115 0.0220 0.0155
C -0.910912 2.497719 8.123910 -0.0981 -0.0519 0.0333
C -1.573055 2.638564 6.919354 1.5570 0.2364 0.9759
C -2.598124 1.764179 6.584323 -0.0803 0.1343 -0.1318
C -2.915381 0.720571 7.431121 0.0249 0.0191 0.0279
N -1.144985 3.571045 5.909700 -1.3171 0.5976 -2.2482
N -0.257908 3.075321 5.178565 -0.0675 -2.9325 2.0334
C -0.275377 2.986054 3.809681 0.1092 2.2162 -1.1427
C -1.113362 3.735539 2.993860 0.1571 -0.1671 0.1944
C -1.245788 3.486981 1.628664 -0.0901 0.0574 -0.2865
C -0.574104 2.437432 1.024014 0.1104 -0.2599 0.4415
O -0.739271 2.053411 -0.223210 -0.1693 -0.1854 0.2146
C 0.314817 1.663030 1.856287 -0.0665 0.1282 -0.1040
N 0.889238 0.568363 1.269209 0.3221 0.1252 0.0543
C 1.718283 -0.176822 1.972430 -0.0667 0.0089 -0.1085
C 2.044338 0.108756 3.303877 -0.0249 0.0586 0.0666
C 1.440628 1.170195 3.924647 0.1860 -0.0933 0.0147
C 0.532797 1.974475 3.208598 -0.3151 -0.0271 0.3196
H -2.269718 -1.686096 10.988466 0.0090 -0.0084 -0.0065
H -2.007348 0.051791 11.241576 -0.0052 0.0002 0.0009
H -0.774156 -0.923662 10.399615 0.0005 -0.0004 0.0017
H -0.672196 1.338592 9.903455 -0.0069 -0.0056 0.0032
H -0.130754 3.199592 8.388019 0.0370 -0.0380 -0.0158
H -3.137099 1.904111 5.655263 0.0238 -0.0194 -0.0125
H -3.710170 0.027500 7.189038 0.0170 -0.0105 -0.0100
H -1.708452 4.508411 3.463544 -0.0214 0.0037 -0.0184
H -1.917622 4.084164 1.025807 -0.0140 -0.0141 0.0051
H 2.131190 -1.044581 1.471735 0.0461 0.0197 0.0017
H 2.745308 -0.522784 3.830431 -0.0015 -0.0100 -0.0094
H 1.643537 1.403304 4.960865 -0.0813 -0.0068 0.0068



51
Properties=species:S:1:pos:R:3:forces:R:3 method="wB97M-V/def2-TZVPD" homo_ev=-7.81 smiles="COc1ccc(S(=O)(=O)CCC(=O)N2CCN(c3ccccc3F)CC2)cc1" spin_multiplicity=1 e_tot_ha=-1684.4301 e_above_lowest_kcal_mol=16.9
C 2.829577 -4.014562 1.383963 -0.1129 -0.1772 0.0609
H 2.099421 -3.720220 2.143461 0.0141 -0.0008 -0.0320
O 3.612431 -2.918880 0.967441 0.1429 0.2687 -0.0936
C 2.991754 -1.850149 0.412471 -0.0637 0.2006 -0.1151
C 3.825944 -0.791311 0.035444 -0.0223 -0.0784 0.0744
C 3.293322 0.347459 -0.526902 0.1141 -0.0897 -0.0010
C 1.925897 0.432184 -0.719069 -0.3793 0.4956 -0.2104
C 1.094028 -0.607796 -0.369851 -0.0368 0.1441 -0.1039
C 1.618833 -1.754944 0.196708 0.1497 -0.2469 0.0861
H 0.954812 -2.556468 0.473732 -0.0811 -0.0970 0.0206
H 0.036542 -0.508600 -0.554362 -0.1722 -0.0565 0.0344
S 1.227339 1.926196 -1.396958 0.3568 0.1878 -0.3812
O -0.203827 1.757386 -1.530826 -0.0288 -0.1743 0.3565
O 1.953588 2.282443 -2.588988 0.3610 0.0333 0.1361
C 1.526270 3.256826 -0.163182 -0.2103 -0.6812 -0.2496
C 0.272186 3.401615 0.671194 0.0384 -0.1593 0.0295
H 0.355270 4.248336 1.358361 -0.0074 -0.0173 -0.0451
C 0.087021 2.126062 1.487572 -0.0820 0.3499 0.2160
O 1.054081 1.473415 1.843369 0.2155 0.1082 0.0948
N -1.164857 1.771232 1.846153 -0.2103 -0.2037 0.1090
C -2.398632 2.331782 1.350678 -0.1589 -0.0074 -0.2758
H -2.256789 3.344691 0.982382 -0.0512 -0.0499 0.0444
C -2.927632 1.434963 0.220896 -0.1887 0.2501 -0.1375
N -2.829639 0.036817 0.609252 0.2414 0.1529 0.1998
C -2.579593 -0.916172 -0.348872 -0.1037 -0.3300 -0.1638
C -1.981010 -2.164222 -0.121644 0.0315 -0.2001 -0.1078
C -1.781376 -3.096075 -1.119400 -0.0355 0.1182 0.0835
C -2.163280 -2.819533 -2.417978 -0.0043 -0.0006 -0.0300
C -2.755627 -1.597532 -2.685200 0.0393 -0.0590 -0.0816
C -2.966009 -0.678611 -1.679032 0.0760 -0.0523 0.0771
H -3.450744 0.250919 -1.923834 -0.0536 0.1321 0.0144
H -3.066701 -1.356022 -3.689963 -0.0308 0.0377 -0.0899
H -2.000000 -3.542715 -3.200382 0.0170 -0.0724 -0.0760
H -1.312207 -4.032355 -0.858136 0.0554 -0.0771 0.0675
F -1.525890 -2.526079 1.118141 -0.0372 0.1882 -0.0757
C -2.656729 -0.159552 2.026182 0.0207 0.0280 0.3637
C -1.349278 0.484709 2.507051 0.0747 -0.3016 0.2015
H -0.489762 -0.142439 2.256047 -0.1452 0.0335 0.0665
H -1.368948 0.622582 3.594207 0.0253 -0.0889 -0.0130
H -3.514487 0.294465 2.537666 0.0680 -0.0852 0.0076
H -2.663118 -1.214864 2.280171 -0.0295 0.1392 -0.0035
H -3.968145 1.705824 -0.006904 0.0518 0.0868 -0.0512
H -2.304642 1.601198 -0.664202 -0.1589 0.0221 0.1085
H -3.107795 2.384011 2.182871 0.0532 0.0910 -0.1099
H -0.559964 3.564552 -0.009357 -0.0314 0.1178 0.1393
H 2.375293 2.938825 0.435073 0.0804 0.0404 0.0227
H 1.763032 4.152594 -0.729797 -0.0003 -0.0373 -0.1635
H 3.924747 1.168034 -0.829614 0.1746 0.0590 -0.0094
H 4.886244 -0.891175 0.204338 0.1234 0.0030 0.0011
H 2.310898 -4.479287 0.539815 0.0031 0.0296 0.0292
H 3.530103 -4.728951 1.813408 -0.0916 0.0261 -0.0244



47
Properties=species:S:1:pos:R:3:forces:R:3 method="wB97M-V/def2-TZVPD" homo_ev=-10.86 spin_multiplicity=1 e_tot_ha=-1035.6341 charge=+1 e_above_lowest_kcal_mol=10.0
C 5.694525 2.554184 2.444802 0.2389 0.7234 -0.0832
O 5.453041 1.168074 2.463969 -2.5275 -1.3977 -0.0630
C 4.113542 0.801740 2.380575 1.2754 0.1478 0.3167
C 3.783142 -0.536358 2.657643 0.6605 0.0650 -0.0151
C 2.483238 -0.950648 2.687850 -0.0460 0.1430 -0.0281
C 1.424774 -0.041337 2.458345 -0.3760 0.0146 -0.0767
C 0.093418 -0.491195 2.607870 0.0303 0.7151 0.0235
C -1.095077 0.277239 2.670861 0.2879 0.1135 0.2179
C -2.329782 -0.395701 2.503059 -0.2155 0.3174 0.0445
C -3.500993 0.307752 2.483818 -0.1160 0.5164 -0.0603
C -3.518635 1.707961 2.661632 -1.1536 -0.5682 -0.3566
O -4.802452 2.231820 2.571980 2.8594 -0.2496 0.3627
C -5.709265 1.157089 2.288292 -0.8386 -0.3931 -0.1671
C -4.902973 -0.148671 2.256838 -0.2447 -0.5481 -0.0505
C -2.313996 2.376009 2.910129 -0.7301 0.6592 0.0333
C -1.134864 1.676052 2.932423 -0.2017 -0.4104 -0.0552
C 1.767801 1.272772 2.068022 0.0214 -0.3209 0.0176
C 3.071039 1.681145 2.042131 0.5065 0.3622 -0.0077
H 6.749993 2.721632 2.656891 -0.1116 -0.2202 -0.0360
H 5.462045 2.959572 1.461557 0.0410 0.1739 -0.0429
H 5.096941 3.047095 3.211129 0.0061 0.1346 0.0045
H 4.586002 -1.223908 2.860437 0.1445 -0.1350 0.0542
H 2.250029 -1.977541 2.911396 -0.0747 -0.2440 0.0798
H -0.035660 -1.558301 2.700167 -0.0027 -0.4829 -0.0476
H -2.340562 -1.461774 2.369929 0.0650 -0.3425 -0.0827
H -6.479294 1.144813 3.069800 0.2508 0.1117 -0.1799
H -6.199693 1.368450 1.328175 0.2106 0.0215 0.2801
H -4.996207 -0.664829 1.296077 -0.0559 0.0592 0.1578
H -5.221560 -0.840774 3.043254 -0.0064 0.0783 -0.1460
H -2.338076 3.434820 3.095130 0.0990 0.2398 0.1269
H -0.234675 2.186763 3.229832 -0.0044 0.0940 0.0002
H 0.994999 1.938579 1.729511 0.0191 0.1673 -0.0986
H 3.303259 2.686211 1.746312 -0.0146 0.2373 -0.1103
C -1.829971 -5.037841 2.161300 -0.5868 -0.2413 -0.1278
C -0.981543 -4.774641 3.339549 1.7563 0.0017 1.4069
N 0.093510 -4.053485 3.318705 -1.8490 0.0249 -1.9355
C 0.746261 -4.136251 4.564670 1.0974 0.0866 1.3426
C -0.128529 -5.009325 5.485205 0.0182 0.0042 0.3919
N -1.229700 -5.350469 4.598494 -0.6590 -0.5788 -0.7721
H -2.706258 -5.625017 2.437225 -0.0050 0.0639 -0.0259
H -2.170187 -4.105762 1.710337 0.0705 -0.0276 -0.0237
H -1.271901 -5.599526 1.412286 0.0471 0.0938 0.0219
H 1.741171 -4.581464 4.420338 -0.0735 0.1802 0.0950
H 0.895447 -3.129430 4.978729 0.0563 -0.1892 0.0738
H 0.394742 -5.904188 5.844536 -0.1164 0.2069 -0.0626
H -0.507721 -4.453324 6.350193 0.1518 -0.1353 -0.0704
H -1.613905 -6.296162 4.680637 0.0956 0.7274 -0.3267



49
Properties=species:S:1:pos:R:3:forces:R:3 method="wB97M-V/def2-TZVPD" homo_ev=-7.96 smiles="Cc1cc(C(=O)CSc2nc3ccccc3[nH]2)c(C)n1C[C@@H]1CCCO1" spin_multiplicity=1 e_tot_ha=-1488.8868 e_above_lowest_kcal_mol=14.4
C 0.012646 -2.518251 -2.239660 -0.0842 0.0218 0.0742
C 0.790947 -2.027889 -1.074724 0.3796 -0.1446 -0.4354
C 2.113910 -1.726978 -0.978198 -0.2116 -0.1631 0.1249
C 2.356286 -1.260635 0.348213 -0.7111 -0.3205 0.1766
C 1.130745 -1.310440 1.014412 0.5736 0.1568 0.1592
N 0.204093 -1.778863 0.147533 0.3732 -0.0278 0.0724
C -1.194584 -1.915573 0.445056 -0.5309 0.4417 0.0028
H -1.304274 -2.193850 1.496309 0.0217 -0.0303 -0.1101
H -1.618624 -2.704213 -0.179527 -0.0098 0.0173 0.1195
C -1.975489 -0.615568 0.189999 0.0694 -0.1555 0.4814
C -3.297038 -0.542915 0.960070 0.1744 0.0613 -0.2865
H -3.163923 -0.179105 1.975921 0.0234 -0.0343 0.0809
C -4.108351 0.404597 0.082743 0.1222 -0.0863 -0.0938
H -5.182591 0.280033 0.195913 -0.0500 0.0503 0.0028
H -3.842762 1.437090 0.308116 -0.0297 0.0291 0.0148
C -3.627205 0.025885 -1.320100 -0.3579 0.1080 -0.1457
H -3.578962 0.885195 -1.994705 -0.0434 -0.0475 0.0224
H -4.275888 -0.736901 -1.770150 0.0407 0.1160 0.0178
O -2.324484 -0.521347 -1.181791 0.1598 -0.1190 -0.0343
H -3.762241 -1.530019 0.988747 -0.0233 -0.0781 0.0524
H -1.337743 0.243840 0.449996 -0.0329 -0.1133 0.0263
C 0.811274 -0.928353 2.412926 -0.0555 0.0170 0.0319
H 0.453397 -1.789910 2.978546 -0.0513 -0.0350 0.0876
H 0.043331 -0.155047 2.443153 -0.0932 0.0612 0.0507
H 1.713341 -0.556943 2.890256 -0.0781 -0.0112 0.0079
C 3.573637 -0.712002 0.880302 0.2419 -0.0686 0.0835
O 3.738460 -0.375647 2.044940 0.1320 0.0670 -0.0143
C 4.706588 -0.480347 -0.106055 0.1960 0.3546 -0.1710
H 5.566657 -0.069329 0.424026 -0.1586 -0.1485 0.0323
H 4.987789 -1.413536 -0.593013 -0.0220 -0.0548 0.0122
S 4.282043 0.674980 -1.481261 0.2869 -0.1061 0.0173
C 2.755598 1.335860 -0.963153 0.0887 0.1356 0.0319
N 1.740026 1.469562 -1.761794 0.2898 -0.2888 -0.4772
C 0.750443 2.035300 -1.002709 0.1008 0.2255 0.7426
C -0.548071 2.394907 -1.343132 0.0876 0.0042 0.0794
C -1.338770 2.939649 -0.352544 -0.1778 0.0316 -0.1417
C -0.868609 3.118141 0.950495 0.0032 0.0234 0.1722
C 0.419828 2.770536 1.309575 0.0115 0.0064 0.1632
C 1.224484 2.238238 0.316940 -0.4075 -0.0072 -0.3859
N 2.527164 1.809721 0.302517 -0.0718 0.2236 -0.0821
H 3.155363 1.768197 1.088699 0.0099 -0.0575 -0.0664
H 0.785838 2.912951 2.315299 0.0021 0.0378 0.1153
H -1.527262 3.543290 1.694099 -0.0385 0.0449 0.0553
H -2.349057 3.243410 -0.587073 -0.0859 0.0174 -0.0255
H -0.909155 2.245200 -2.346947 -0.0597 -0.0250 -0.1460
H 2.833443 -1.816274 -1.766147 0.0863 0.0143 -0.2449
H 0.649433 -2.520086 -3.119045 0.0324 -0.0256 -0.0590
H -0.353298 -3.533114 -2.074138 -0.0643 -0.0664 -0.0704
H -0.838404 -1.863432 -2.418946 -0.0581 -0.0519 -0.1214



49
Properties=species:S:1:pos:R:3:forces:R:3 method="wB97M-V/def2-TZVPD" homo_ev=-7.64 smiles="O=C(Nc1ccc2c(c1)OCCO2)N1CCN(Cc2ccccc2)CC1" spin_multiplicity=1 e_tot_ha=-1165.9128 e_above_lowest_kcal_mol=47.3
O -0.317502 -0.918419 -1.441378 0.0086 -0.1809 -0.4715
C -0.566188 -0.087369 -0.590969 0.0245 0.1848 0.2798
N -1.164409 1.125875 -0.847592 -0.0484 0.1445 0.5126
C -1.518691 1.668993 -2.083993 -0.0445 0.0455 -0.4957
C -1.207764 1.064781 -3.293788 0.0079 -0.0527 -0.1119
C -1.579156 1.663620 -4.489761 -0.0688 0.2737 0.0477
C -2.288940 2.866936 -4.485078 -0.0252 -0.0896 -0.0478
C -2.580029 3.475942 -3.272147 0.0968 -0.1608 -0.2236
C -2.194661 2.890346 -2.084904 0.0226 -0.0743 0.0111
H -2.427571 3.378687 -1.149499 -0.0322 0.0507 0.1101
H -3.115245 4.411732 -3.283944 -0.0795 0.1142 0.0018
O -2.718508 3.472539 -5.645085 0.0957 0.1552 0.3366
C -2.675153 2.613202 -6.760554 0.2361 -0.4164 -0.2658
C -1.344538 1.861937 -6.793190 -0.2703 0.4470 -0.3014
H -1.280197 1.205024 -7.661984 -0.0091 0.0979 0.0417
O -1.222335 1.037962 -5.656978 -0.0621 -0.1488 0.4162
H -0.521859 2.590471 -6.819723 -0.0646 -0.1035 -0.0149
H -2.798275 3.242770 -7.643262 0.0154 -0.1074 0.0362
H -3.497254 1.885483 -6.707734 0.0595 0.0903 -0.0258
H -0.678547 0.128359 -3.320756 0.0418 -0.0587 -0.0104
H -1.437493 1.691662 -0.060213 0.0765 -0.1342 -0.0589
N -0.248388 -0.298140 0.723859 0.0612 -0.0511 0.1524
C -0.529629 0.612312 1.815638 -0.0508 0.2147 0.1707
H -1.607585 0.655503 2.031716 0.0501 0.0849 -0.0005
C 0.209624 0.155679 3.069528 -0.0617 0.1649 0.0069
N -0.262861 -1.145016 3.509579 -0.0235 0.1475 0.0690
C -0.576386 -2.022652 2.388732 -0.1197 -0.0056 -0.2586
C 0.171145 -1.631049 1.117501 0.0356 -0.3798 -0.0255
H -0.063177 -2.307388 0.293466 0.0703 0.0507 0.1445
H 1.254537 -1.659854 1.287582 -0.0856 -0.0739 -0.0353
H -0.351861 -3.056013 2.648746 -0.0239 -0.0079 -0.0006
H -1.655088 -1.953405 2.195763 0.0943 -0.1602 -0.0981
C 0.567030 -1.729761 4.556255 -0.1210 0.0294 -0.0121
C 1.983654 -2.047696 4.140656 -0.0188 0.0298 0.0748
C 2.303551 -3.271590 3.563966 -0.0062 0.0109 0.0438
C 3.586551 -3.528705 3.114450 0.0266 -0.0839 -0.0676
C 4.572308 -2.564310 3.235931 0.0741 -0.0112 -0.0270
C 4.271820 -1.349210 3.826528 0.0855 0.0783 -0.0001
C 2.988296 -1.095400 4.278022 -0.0112 -0.0799 0.0375
H 2.767048 -0.151939 4.758008 -0.0420 0.0909 0.0336
H 5.039247 -0.597084 3.938700 0.0628 0.0504 0.0093
H 5.572632 -2.762781 2.880957 0.0793 -0.0180 -0.0235
H 3.817200 -4.485076 2.668649 0.0250 -0.0785 -0.0336
H 1.546919 -4.038124 3.474512 -0.0878 -0.0700 0.0058
H 0.060877 -2.636676 4.896468 0.0617 0.0474 0.0773
H 0.577833 -1.014171 5.384311 0.0240 -0.1036 0.0473
H 1.289552 0.161168 2.851069 -0.1007 0.0578 -0.0075
H 0.023739 0.872531 3.876815 0.0967 0.0491 -0.1044
H -0.174271 1.618313 1.565125 -0.0750 -0.0601 0.0556